No. 1
Computed, not measured: a structure of composition C38H29I2N2O2PRb, with ωB97M-V/def2-TZVPD.

The geometry in XYZ format:
```
75
Properties=species:S:1:pos:R:3:forces:R:3
Rb -1.720 -2.275 0.797 -0.15 -0.74 0.31
I -4.962 -4.283 1.689 1.01 -0.85 0.41
C -3.487 -5.724 2.513 0.02 0.23 -0.71
I -1.769 -6.235 1.232 -1.01 0.45 0.63
H -4.024 -6.645 2.715 0.03 0.13 -0.13
H -3.088 -5.291 3.425 0.00 0.10 -0.17
C 5.724 -2.696 -1.591 0.16 -0.09 -0.06
C 5.151 -3.860 -1.111 0.20 -0.13 -0.11
C 3.994 -3.800 -0.348 -0.08 0.06 0.13
C 3.396 -2.583 -0.050 -0.05 0.08 0.08
C 3.979 -1.421 -0.550 0.13 -0.06 -0.06
C 5.132 -1.475 -1.308 0.10 0.20 -0.07
P 1.817 -2.550 0.969 0.74 -0.45 -0.51
C 1.011 -1.448 -0.265 0.04 0.67 0.19
C 0.503 -2.197 -1.345 -0.26 -0.42 -0.50
C -0.068 -1.729 -2.525 0.18 -0.32 0.18
C -0.265 -0.432 -2.917 -0.10 0.72 -0.22
C -0.165 0.774 -2.051 -0.27 -0.25 -0.40
C 1.099 -0.094 -0.137 -0.04 -0.48 0.54
C 2.440 -1.475 2.307 0.07 -0.13 0.12
C 3.684 -0.960 2.579 -0.16 -0.12 -0.34
C 3.882 -0.257 3.780 0.03 0.16 0.31
C 2.871 -0.096 4.693 0.15 0.13 0.15
C 1.596 -0.656 4.465 0.10 -0.17 -0.38
C 0.504 -0.591 5.354 -0.16 0.11 0.22
C -0.668 -1.223 5.033 -0.14 0.02 0.42
C -0.811 -1.951 3.835 0.44 0.03 -0.10
C 0.207 -2.032 2.903 -0.79 -0.05 0.01
C 1.398 -1.356 3.253 -0.03 0.12 0.40
H 6.633 -2.734 -2.178 0.01 -0.03 -0.04
H 5.611 -4.815 -1.332 -0.01 -0.05 0.00
H 3.545 -4.711 0.028 -0.04 -0.07 0.03
H 3.517 -0.467 -0.340 0.02 0.04 -0.04
H 5.574 -0.561 -1.684 0.02 0.04 -0.03
H 0.616 -3.278 -1.248 -0.06 0.10 -0.10
H -0.336 -2.495 -3.249 -0.02 0.01 -0.01
H -0.644 -0.228 -3.910 0.13 0.03 -0.10
H 0.001 1.662 -2.670 -0.12 -0.17 0.01
H 1.452 0.338 0.795 -0.05 0.00 -0.06
H 4.512 -1.078 1.893 -0.01 -0.01 -0.03
H 4.860 0.165 3.982 -0.01 0.01 0.04
H 3.045 0.452 5.612 0.06 0.05 0.05
H 0.607 -0.048 6.287 -0.02 0.02 0.06
H -1.501 -1.188 5.729 0.00 0.06 0.08
H -1.755 -2.487 3.691 -0.11 0.09 -0.01
O -3.811 -0.165 0.777 -0.21 -0.21 0.27
C -3.119 0.423 -0.036 -0.75 0.65 -0.01
N -3.423 1.654 -0.584 0.01 0.16 0.03
C -2.321 2.147 -1.379 -0.10 -0.25 0.05
C -1.462 0.878 -1.381 -0.20 -0.33 0.35
O 0.880 0.871 -1.056 0.16 0.17 -0.01
N -1.952 -0.033 -0.573 1.12 0.29 -0.69
C -1.471 3.179 -0.656 0.11 0.29 0.20
C -1.547 3.290 0.731 -0.15 -0.05 -0.12
C -0.744 4.181 1.418 0.09 0.05 0.08
C 0.189 4.950 0.742 0.01 0.00 0.03
C 0.307 4.811 -0.630 0.11 0.07 -0.05
C -0.518 3.944 -1.323 -0.07 -0.03 0.00
C -2.836 2.537 -2.748 0.02 0.18 -0.23
C -3.267 1.526 -3.602 -0.01 0.04 0.07
C -3.827 1.833 -4.827 -0.02 -0.12 -0.05
C -3.956 3.153 -5.228 0.05 0.05 -0.03
C -3.516 4.160 -4.390 -0.16 0.14 -0.11
C -2.982 3.858 -3.149 0.10 -0.09 0.13
H -4.130 2.260 -0.206 -0.03 -0.09 0.06
H -2.230 2.663 1.287 -0.06 0.01 0.00
H -0.843 4.260 2.491 0.04 -0.01 0.10
H 0.829 5.638 1.279 0.01 0.00 0.02
H 1.056 5.374 -1.172 0.00 0.05 -0.01
H -0.414 3.867 -2.395 0.01 -0.04 -0.10
H -3.169 0.499 -3.282 0.04 -0.12 -0.04
H -4.155 1.037 -5.479 -0.06 -0.10 -0.05
H -4.398 3.392 -6.185 0.01 0.01 -0.09
H -3.596 5.193 -4.699 -0.05 0.11 0.00
H -2.670 4.654 -2.492 0.03 0.10 0.04
```
Forces are in eV/Å.

Output
LUMO level (alpha / beta)	1.22 / 1.22	eV
total charge	-1
relative energy (zero: lowest compared OMol25 entry of this formula, charge and spin)	448.6	kJ/mol
electronic energy	-73096.2620	eV

Löwdin atomic charge list, values in e, 5 entries: 0.751 0.661 -1.039 0.679 -0.054

---

No. 2
Computed, not measured: a structure of composition C38H30AsCl5MgNO3PS, with ωB97M-V/def2-TZVPD.

The geometry in XYZ format:
```
81
Properties=species:S:1:pos:R:3:forces:R:3
Mg 0.504 2.929 -0.645 0.21 -0.22 0.03
Cl 3.638 1.637 -1.011 0.04 -0.07 0.01
C 3.540 3.362 -1.242 -0.10 0.12 -0.02
C 2.294 3.956 -1.107 -0.12 -0.06 -0.04
C 2.248 5.324 -1.320 0.09 -0.09 0.01
Cl 0.693 6.102 -1.168 -0.10 0.10 0.03
C 3.363 6.092 -1.640 0.01 -0.02 0.00
Cl 3.236 7.786 -1.890 0.00 0.02 0.00
C 4.597 5.451 -1.757 0.00 -0.01 0.00
Cl 5.998 6.358 -2.153 0.01 0.02 0.00
C 4.693 4.073 -1.559 -0.01 -0.01 0.00
Cl 6.209 3.281 -1.711 0.02 -0.01 0.00
N -1.512 3.435 -0.943 0.07 -0.02 -0.02
C -1.984 3.668 0.427 -0.06 -0.01 -0.03
C -1.056 3.818 1.446 0.06 0.04 -0.03
C -1.473 4.020 2.754 -0.01 -0.03 -0.01
C -2.825 4.056 3.040 -0.12 -0.03 0.07
C -3.758 3.921 2.016 0.04 -0.02 -0.03
C -3.342 3.722 0.710 0.02 0.02 0.05
S -3.403 4.179 4.748 0.04 -0.06 -0.11
O -3.766 2.795 5.037 -0.01 0.04 0.01
O -4.526 5.086 4.663 -0.01 0.02 0.01
O -2.242 4.659 5.469 0.01 -0.02 0.02
H -1.657 4.263 -1.516 -0.01 0.02 0.02
H -2.049 2.682 -1.368 -0.06 0.04 0.01
H 0.026 3.813 1.276 -0.02 0.11 -0.01
H -0.764 4.151 3.560 0.01 -0.01 0.02
H -4.810 3.978 2.263 -0.02 -0.01 0.00
H -4.066 3.614 -0.089 0.00 0.00 -0.01
C 1.465 -0.797 0.023 -0.03 0.04 0.03
C 1.077 -2.182 0.520 0.01 -0.02 0.00
As 2.454 -3.525 0.035 -0.08 0.04 0.05
C 1.339 -5.069 0.477 -0.02 0.01 -0.02
C 1.185 -5.358 1.831 -0.01 0.01 0.01
C 0.382 -6.411 2.244 0.02 0.01 0.00
C -0.262 -7.201 1.302 0.00 0.00 -0.02
C -0.098 -6.933 -0.049 0.00 -0.01 0.03
C 0.697 -5.871 -0.461 0.05 0.02 -0.03
C 2.212 -3.428 -1.901 -0.02 -0.03 -0.01
C 0.997 -3.148 -2.524 -0.04 -0.02 0.05
C 0.914 -3.075 -3.906 0.03 0.00 -0.02
C 2.047 -3.281 -4.685 -0.02 0.00 0.02
C 3.259 -3.561 -4.077 0.00 -0.01 0.02
C 3.339 -3.631 -2.691 0.02 0.03 0.00
P 0.093 0.424 0.006 0.02 0.07 -0.05
C -1.105 -0.320 -1.141 -0.01 0.02 0.03
C -2.018 -1.307 -0.767 0.01 -0.01 -0.02
C -2.838 -1.894 -1.719 0.02 0.02 0.01
C -2.757 -1.503 -3.049 0.01 0.00 0.00
C -1.853 -0.523 -3.431 0.00 0.01 -0.01
C -1.033 0.065 -2.479 -0.01 0.00 0.02
C -0.629 0.412 1.662 0.05 -0.02 0.05
C -1.998 0.567 1.880 0.03 0.01 -0.04
C -2.480 0.753 3.165 0.02 0.04 0.02
C -1.606 0.795 4.243 0.03 -0.01 -0.05
C -0.244 0.635 4.033 -0.02 0.00 0.01
C 0.246 0.451 2.747 -0.02 -0.03 0.02
H 1.825 -0.826 -1.012 -0.02 0.01 0.01
H 2.279 -0.374 0.616 0.01 -0.01 -0.02
H 0.121 -2.513 0.111 0.07 0.02 0.01
H 0.979 -2.191 1.607 0.00 -0.01 -0.01
H 1.698 -4.757 2.574 0.00 0.00 0.02
H 0.267 -6.619 3.299 0.00 0.00 0.01
H -0.883 -8.027 1.621 -0.01 -0.01 0.00
H -0.588 -7.554 -0.788 0.00 0.00 -0.01
H 0.821 -5.679 -1.519 -0.01 0.02 -0.01
H 0.097 -2.996 -1.937 0.03 0.00 -0.03
H -0.038 -2.860 -4.374 -0.01 0.00 -0.02
H 1.981 -3.227 -5.764 0.00 0.01 -0.02
H 4.146 -3.721 -4.676 0.01 0.00 -0.01
H 4.292 -3.840 -2.218 0.00 0.00 -0.01
H -2.087 -1.616 0.267 -0.01 0.00 0.02
H -3.541 -2.660 -1.420 -0.01 -0.01 0.00
H -3.400 -1.963 -3.787 -0.01 -0.01 -0.02
H -1.782 -0.218 -4.467 0.00 0.00 -0.01
H -0.310 0.815 -2.790 0.00 -0.01 -0.01
H -2.689 0.578 1.047 -0.01 -0.01 0.00
H -3.531 0.925 3.344 -0.06 0.01 -0.01
H -2.009 1.002 5.224 0.03 0.01 0.04
H 0.443 0.676 4.868 0.01 0.00 0.01
H 1.316 0.350 2.597 0.00 0.00 0.00
```
Forces are in eV/Å.

Output
LUMO level	-0.75	eV
total charge	0
relative energy (zero: lowest compared OMol25 entry of this formula, charge and spin)	56.3	kJ/mol
electronic energy	-196546.1718	eV

Löwdin atomic charge list, values in e, 5 entries: 0.660 0.684 -0.709 -0.264 -0.707

---

No. 3
Computed, not measured: a structure of composition C38H30CoIN2OPS2, with ωB97M-V/def2-TZVPD.

The geometry in XYZ format:
```
76
Properties=species:S:1:pos:R:3:forces:R:3
Co -0.747 -0.381 -0.948 1.01 0.06 0.12
C -1.179 2.674 1.976 -0.09 -0.08 0.13
C -0.665 1.936 0.775 0.31 -0.03 -0.60
N -1.274 0.822 0.386 0.81 -0.07 -0.53
N -2.300 0.441 1.169 -1.42 -1.32 -0.19
C -3.080 -0.468 0.624 0.72 1.29 1.25
S -2.860 -1.121 -0.933 1.04 0.07 -0.55
S -4.431 -1.040 1.512 -0.70 -0.41 0.20
C -4.305 -0.210 3.128 0.07 0.04 0.03
C -3.484 -0.963 4.142 -0.01 0.03 -0.06
C -4.102 -1.881 4.987 -0.02 0.00 -0.01
C -3.373 -2.556 5.955 0.01 -0.02 0.01
C -2.012 -2.318 6.091 -0.01 -0.01 0.01
C -1.386 -1.413 5.246 0.02 0.03 -0.02
C -2.115 -0.741 4.275 0.04 0.00 -0.02
C 0.445 2.470 0.059 0.52 -0.41 -1.20
C 0.932 3.755 0.390 0.34 0.27 -0.08
C 1.964 4.341 -0.284 0.20 0.12 -0.10
C 2.614 3.679 -1.360 -0.22 0.57 0.59
C 2.195 2.453 -1.740 -0.77 -1.01 0.36
C 1.095 1.798 -1.066 0.59 2.52 1.27
O 0.752 0.668 -1.498 -1.69 -2.49 -0.43
H -1.772 2.017 2.600 -0.01 0.02 0.01
H -1.821 3.504 1.669 0.04 -0.02 -0.04
H -0.357 3.076 2.563 0.02 0.01 -0.06
H -5.340 -0.141 3.462 -0.02 -0.01 -0.03
H -3.942 0.803 2.962 0.02 -0.06 -0.02
H -5.170 -2.055 4.898 0.05 0.00 0.00
H -3.871 -3.257 6.613 0.01 0.03 -0.02
H -1.443 -2.835 6.854 -0.02 0.02 -0.01
H -0.323 -1.225 5.346 -0.02 0.00 -0.01
H -1.622 -0.038 3.613 -0.05 -0.04 0.06
H 0.471 4.312 1.191 -0.01 0.01 -0.01
H 2.292 5.331 0.002 -0.01 -0.03 0.00
H 3.437 4.167 -1.866 -0.02 -0.02 -0.03
H 2.647 1.895 -2.549 0.02 0.06 -0.01
I 1.583 -0.168 2.082 0.15 -0.47 -0.03
C 3.226 -1.168 1.219 0.06 -0.02 0.03
C 4.422 -0.578 1.527 -0.06 0.06 -0.01
C 5.645 -1.187 1.199 0.04 -0.07 -0.03
C 5.638 -2.419 0.624 0.06 0.04 0.00
C 4.420 -3.064 0.303 -0.02 0.01 0.00
C 4.472 -4.379 -0.218 -0.07 0.00 0.01
C 3.330 -5.066 -0.501 0.06 0.05 0.02
C 2.096 -4.410 -0.369 -0.17 0.00 -0.11
C 1.993 -3.114 0.078 0.33 0.60 0.04
P 0.309 -2.419 -0.120 -1.42 -0.12 -0.14
C -0.644 -3.324 1.145 0.14 0.21 0.13
C -0.033 -3.524 2.386 0.02 -0.13 -0.08
C -0.717 -4.147 3.416 0.02 -0.06 -0.01
C -2.020 -4.586 3.223 0.06 0.04 0.06
C -2.634 -4.389 1.998 -0.04 -0.04 -0.14
C -1.955 -3.761 0.963 -0.13 0.17 -0.06
C -0.217 -3.002 -1.775 0.16 0.15 -0.05
C -0.954 -4.142 -2.089 -0.06 -0.08 0.21
C -1.379 -4.362 -3.389 0.01 0.00 0.03
C -1.079 -3.451 -4.397 0.04 0.04 -0.02
C -0.338 -2.320 -4.102 -0.06 0.01 -0.09
C 0.094 -2.096 -2.798 0.00 0.18 0.12
C 3.164 -2.421 0.527 -0.01 0.20 0.11
H 4.427 0.362 2.064 0.03 -0.03 -0.02
H 6.572 -0.690 1.451 0.00 -0.01 -0.02
H 6.564 -2.939 0.409 -0.03 0.02 0.02
H 5.446 -4.831 -0.363 -0.04 -0.01 0.00
H 3.362 -6.084 -0.866 -0.01 0.03 0.03
H 1.205 -4.950 -0.660 -0.03 0.04 -0.06
H 0.989 -3.210 2.548 0.05 0.03 0.02
H -0.228 -4.293 4.370 -0.01 0.00 -0.03
H -2.554 -5.074 4.029 0.02 0.04 -0.02
H -3.655 -4.719 1.841 0.06 0.02 0.00
H -2.467 -3.585 0.026 0.02 -0.02 0.10
H -1.210 -4.855 -1.316 0.03 -0.01 -0.04
H -1.954 -5.250 -3.621 0.04 0.02 0.03
H -1.416 -3.634 -5.409 0.00 0.02 0.03
H -0.085 -1.612 -4.881 0.00 -0.02 0.03
H 0.732 -1.237 -2.595 0.05 -0.05 -0.06
```
Forces are in eV/Å.

Output
LUMO level (alpha / beta)	-4.58 / -4.97	eV
total charge	+1
electronic energy	-121601.3555	eV

Löwdin atomic charge list, values in e, 5 entries: 0.324 -0.008 -0.284 -0.093 -0.059

---

Which of these has the lowest electronic energy?
C38H30AsCl5MgNO3PS